Entry 1:
Here is a structure of composition C26H43F5P2V in a non-equilibrium geometry from the Open Molecules 2025 dataset. Energies are from the ωB97M-V functional and the def2-TZVPD basis.

The geometry in XYZ format:
```
77
Properties=species:S:1:pos:R:3:mulliken_charge:R:1
C -1.20432 -1.42626 -5.81395 -1.21
H -1.23441 -0.17786 -3.60886 -0.95
H -1.36310 -1.36094 -6.90622 0.38
C 1.03820 0.31577 2.11951 -1.77
H -0.50646 1.79113 -3.76132 -0.31
H 3.44404 -1.22267 -0.89533 0.26
H -1.49656 -3.60241 -1.48312 0.23
F -0.32252 2.58538 0.23588 -0.22
F -3.49824 3.23046 -0.84148 -0.30
F -1.79137 4.01727 0.89545 -0.29
H -2.78130 -1.24844 1.25427 0.41
H 3.41629 3.35645 -1.03410 0.53
C -2.65394 2.18935 -0.44206 0.75
H 1.39523 -1.08092 -3.62564 -0.18
H -1.72782 -1.79897 2.55500 0.36
C -1.77011 -2.89379 -0.69238 -1.55
C -1.64216 2.74480 0.56112 0.46
C -1.70554 1.03140 -5.46117 -0.15
C 3.24196 1.28878 -2.61348 -1.28
H -0.94061 -1.35241 -2.30321 0.48
H 3.82725 2.19151 -2.86090 0.58
H 0.58271 -3.63674 -2.23035 0.31
H -2.85466 -0.58596 -4.77409 0.96
H 1.72514 1.10464 1.76652 0.18
C 0.85572 -0.53585 -4.47022 1.44
C 1.07359 0.77790 -4.82097 0.03
H 2.16770 -2.82099 -2.16144 0.33
H 1.60385 1.45071 -4.14040 0.06
H 3.39113 -1.69985 0.78332 0.35
F -3.45267 1.21283 0.20546 -0.25
H -1.01025 2.54393 -6.74554 0.41
C 2.95965 -0.99596 0.05656 -1.57
C -3.69535 1.02133 -2.63024 -1.68
F -1.72089 2.07038 1.74404 -0.27
H -2.65613 -2.32970 -1.01923 0.24
C 2.66224 2.79108 -0.47635 -1.43
H 3.03608 0.69513 -3.51888 0.45
H -1.65013 -2.37007 -5.42039 0.34
H -3.65618 1.15437 -3.71952 0.40
V 0.44456 -0.51188 -2.31708 -1.30
H 0.85224 3.80758 -2.90514 0.65
P -2.01480 1.25754 -1.93920 1.29
H 1.10160 2.54266 -5.96680 0.30
C 1.47627 -1.08630 0.00008 1.30
C 0.75857 1.49288 -6.08390 -1.60
H -2.42348 1.77265 -5.09188 0.59
H -4.05978 0.00170 -2.38176 0.41
C -0.87108 2.37121 -2.90928 -1.00
H 3.83087 0.64096 -1.95424 0.30
C -0.75339 1.49991 -6.51226 -1.01
C -1.58128 -0.41874 -2.59074 -0.97
H -1.54433 3.12827 -3.29266 0.98
H -2.52431 -0.99262 -2.74423 1.42
H 0.18156 0.80385 2.59722 0.37
C 0.35761 3.04791 -2.27308 -1.54
H -0.87477 0.89475 -7.42814 0.28
C 0.60291 -0.55309 0.99565 0.51
C 0.73815 -2.07030 -0.77673 1.19
C -1.83362 -1.05348 1.75905 -1.85
H -2.07277 -3.48384 0.18723 0.49
H -1.89431 -0.07654 2.22876 0.30
C -0.69128 -1.12068 0.80801 0.48
P 1.70341 1.82999 -1.68673 1.20
H 1.71881 -4.00404 -0.92792 0.39
H 3.18336 2.11558 0.20962 0.31
C -1.91795 -0.29303 -5.18350 -0.20
H 3.29312 -0.00639 0.36074 0.40
H 0.01850 3.55404 -1.37024 0.56
H 2.03137 3.49149 0.07286 0.36
C -0.64353 -2.00668 -0.28722 0.38
H 0.60519 -2.51828 -5.30939 0.44
H 1.33741 1.08830 -6.92463 0.50
C 1.33146 -3.19516 -1.56880 -1.85
H -4.35288 1.72431 -2.09553 0.55
C 0.35200 -1.47874 -5.56522 -0.93
H 1.56871 -0.27515 2.88892 0.42
H 0.86424 -1.29684 -6.52283 0.37
```

2S+1: 3
Charge: +1
Orbital gap (spin up / spin down) in Eh: 0.192 / 0.220
Relative energy (zero: lowest compared OMol25 entry of this formula, charge and spin) in kcal per mole: 45.2
F_max in Eh/bohr: 0.0797

---

Entry 2:
Here is a cluster of 2 separate species, C3H3NO in total from the Open Molecules 2025 dataset. Energies are from the ωB97M-V functional and the def2-TZVPD basis.

The geometry in XYZ format:
```
8
Properties=species:S:1:pos:R:3:nbo_charge:R:1
H 1.29437 0.43397 -1.00835 0.26
H 2.04111 -0.04220 0.54240 0.26
C -2.65123 0.91081 -0.60375 0.51
C 0.35630 -1.11253 0.01456 0.28
N -0.22696 -2.09514 0.01416 -0.33
H 0.52033 0.89054 0.52306 0.26
O -2.43308 0.89506 0.50282 -0.50
C 1.09916 0.11949 0.01510 -0.73
```

Orbital gap in Eh: 0.466
Relative energy (zero: lowest compared OMol25 entry of this formula, charge and spin) in kcal per mole: 0.0
F_max in Eh/bohr: 0.0114

---

Entry 3:
Here is a structure of composition C31H39BCl2F4GaN6OP2S from the Open Molecules 2025 dataset. Energies are from the ωB97M-V functional and the def2-TZVPD basis.

The geometry in XYZ format:
```
88
Properties=species:S:1:pos:R:3:mulliken_charge:R:1
C -1.52063 -1.94007 1.93680 -0.48
F 2.45444 -1.02206 0.44308 -0.45
C -2.10415 -4.50000 -0.48622 -1.78
H -4.62390 -2.33159 7.01002 0.41
C -1.20893 -0.82962 2.76731 -0.82
H 0.75697 -2.42868 -6.57064 0.40
C 1.17591 0.80201 4.77024 -1.66
H -4.65257 3.95319 -1.54350 0.52
C -0.83254 1.98648 2.70830 -1.77
H 2.14777 -1.59253 2.44729 0.03
N -1.76616 -0.66390 3.94175 -0.10
H -0.15447 2.83189 2.60319 0.30
H 3.24787 0.64864 -0.36636 -0.02
N -2.35212 -2.86639 2.34026 0.09
S 2.65213 0.42488 -3.77530 -0.13
H -3.94211 -2.71200 -1.52085 0.57
P 0.00673 0.44206 2.27408 0.96
C 1.18346 -2.05563 -5.64101 -1.11
B 3.15576 -2.05336 -0.36426 0.25
O -1.77887 0.60960 -0.48387 -0.31
C 0.51602 -0.73562 -5.24594 -0.65
H 1.10735 -1.80729 3.87535 0.32
H 0.66238 0.01568 -6.02388 0.39
H 2.33922 2.16623 2.64688 0.32
H -3.78216 -2.49306 0.22190 0.34
H 2.25642 -1.92947 -5.79000 0.36
H -0.09737 -4.27048 1.30448 0.65
H -1.99492 -3.48082 -2.91081 0.62
F 2.27727 -2.42546 -1.40146 -0.23
C -4.42493 -3.55580 5.23750 -0.54
H 3.49594 1.04677 3.36081 0.58
C -1.35622 4.24747 -0.78045 0.20
H -1.40723 -1.84060 -2.58320 0.22
H -4.03987 -4.56148 3.38309 0.49
C -1.37905 -2.87583 -2.24188 -2.01
H -0.45882 6.20687 -0.71919 0.49
H -1.18645 -5.06128 -0.66035 0.38
H -2.86711 -4.90843 -1.15242 0.56
H 2.04957 0.63851 5.40460 0.49
H 2.07323 2.89396 0.25940 0.57
H 0.95200 -3.88819 -0.08807 0.45
C -3.27182 -1.46425 5.62541 -0.53
C 0.46167 -3.48624 0.79494 -1.37
C -0.29228 5.14801 -0.57582 -1.00
C 2.60645 1.11112 2.73083 -1.69
C 1.49063 0.27778 3.36488 2.10
H 2.86984 0.72543 1.74474 0.23
H -0.55788 -0.86876 -5.11560 0.25
H -5.11825 -4.30218 5.60098 0.42
N 3.21169 1.18958 -1.22366 -0.18
C 2.33463 0.63840 -2.10863 0.11
H 1.03960 -2.80560 -4.86383 0.26
Ga 0.01790 0.17866 -0.14142 1.07
H -1.19218 1.91724 3.73326 0.61
Cl -3.05407 6.28484 -1.40576 -0.24
C -3.35768 2.30672 -1.05589 0.79
F 3.46071 -3.09486 0.47009 -0.29
N 0.40108 -0.26609 -2.83970 -0.59
H 1.23374 -3.09186 1.45267 0.07
C -2.93390 -2.72452 3.55292 0.20
Cl -4.63805 1.16217 -1.20745 -0.21
C -1.08779 2.87838 -0.58466 0.05
C -2.67611 4.61820 -1.14386 0.64
H -3.03763 -0.59536 6.22546 0.48
C -3.83812 -3.70915 4.01772 -0.69
H 2.78014 -1.28256 4.06005 0.61
H -2.43159 -4.65701 0.53955 0.20
C 1.89369 -1.19463 3.42819 -1.53
H 1.76373 5.34179 -0.02279 0.47
C -2.64674 -1.60035 4.36314 0.24
H 4.14115 1.31030 -1.59915 0.33
C 1.04744 -0.22538 -3.94849 0.19
C -3.64474 3.66989 -1.27468 -0.49
C -4.14110 -2.42450 6.04668 -0.61
N 1.13540 0.21515 -1.78924 2.08
C -3.29603 -2.31172 -0.73597 -2.07
H -1.68352 2.12156 2.04010 0.38
H -3.20260 -1.23943 -0.89065 0.18
C 1.11122 3.29239 -0.02601 -0.20
N 0.14243 2.42272 -0.22281 0.24
P -0.70299 -2.18998 0.30896 0.59
H 0.96461 1.87155 4.77267 0.33
C -1.94021 -3.01371 -0.82268 2.44
C -2.09353 1.87906 -0.71844 -0.88
C 0.93194 4.67316 -0.19232 -1.26
H -0.34788 -3.23304 -2.31095 0.36
F 4.28719 -1.43679 -0.88676 -0.37
H 0.33051 0.28033 5.21589 0.33
```

Charge: +1
Orbital gap in Eh: 0.270
Relative energy (zero: lowest compared OMol25 entry of this formula, charge and spin) in kcal per mole: 0.0
F_max in Eh/bohr: 0.0076

---

Entry 4:
Here is a cluster of 9 separate species, C16H50N4O9 in total from the Open Molecules 2025 dataset. Energies are from the ωB97M-V functional and the def2-TZVPD basis.

The geometry in XYZ format:
```
79
Properties=species:S:1:pos:R:3:mulliken_charge:R:1
H -4.91436 1.46301 -2.15924 0.39
H -0.47526 -4.33710 3.80237 0.31
H -0.56961 -2.48101 -0.83355 -0.70
C 1.19379 1.73490 -3.82903 -0.02
H 1.66757 3.17313 -5.38845 0.36
C -1.14291 -2.73665 2.51138 -0.30
H 4.22495 -0.88701 2.01228 0.46
H -4.04431 0.76052 3.88865 0.39
H -4.93901 1.12084 2.37053 0.34
C 5.89948 0.28242 3.95137 -1.08
H -4.46669 1.60925 -0.46243 0.09
H -0.56683 2.62405 0.19918 -0.02
H -0.38237 4.30876 0.65439 0.32
H -1.03212 0.25447 1.21365 -0.32
H -3.81453 -0.24546 2.48723 0.18
N 4.02005 -2.69320 -1.11317 -0.38
H 6.48338 1.20453 3.91143 0.34
C -0.81714 -4.20388 2.77098 -0.56
H -2.26265 -2.08696 -2.09649 0.38
H 0.98262 -4.25391 1.99983 0.29
H 2.17210 1.97906 -3.38159 0.20
C -0.67050 -3.17735 -1.67071 0.75
H -2.80686 3.74134 0.33371 0.12
H -0.05339 3.78751 -1.00921 0.26
C 4.12999 -1.34584 -0.93964 0.62
H 3.91749 0.40944 -1.83132 0.22
C 0.47936 -3.10845 -2.65416 -0.69
H 0.08261 2.37527 -5.54384 0.32
C -0.71284 3.64830 -0.15078 -0.47
N 1.51504 0.28578 1.23870 0.01
H -2.93934 2.68264 2.77184 0.47
O 0.14041 -4.69278 1.84726 -0.49
H -4.17139 -0.92577 -0.35129 0.30
N -0.59404 -0.00015 0.34235 0.95
H -0.28894 -2.11765 2.80711 0.19
O -1.92449 -2.96319 -2.31474 -0.63
O 0.18754 1.65496 -2.85252 -0.37
H -1.48784 1.35266 3.84678 0.28
H 1.05979 0.38951 2.12741 0.05
C -4.18848 -0.38764 -1.29521 -0.24
H 3.73417 -0.91669 -2.91507 0.21
H 1.38950 -3.41904 -2.13627 0.17
H -0.69689 -4.16770 -1.20049 0.33
C -4.91525 0.93989 -1.20177 -1.06
H -2.52209 3.37756 -1.35453 0.15
H 4.11044 -3.22411 -0.26757 0.20
H 1.34953 0.76529 -4.32529 0.28
H 2.50426 0.11040 1.18235 0.10
H 6.43974 -0.45136 3.35201 0.30
H -1.71712 -4.80073 2.62722 0.33
C 0.81004 2.79114 -4.84093 -1.31
C -2.81268 1.66632 2.39971 0.57
H 3.86465 0.88268 4.17895 0.33
H 5.84401 -0.05578 4.98466 0.28
H -2.68012 1.64475 1.31803 -0.47
O -2.81620 -0.22994 -1.69097 -0.46
H -1.22259 -0.16535 -0.42797 -0.33
H 4.50471 1.19677 2.56065 0.29
O 4.28540 -0.86197 0.18359 -0.77
H -5.95057 0.76601 -0.90235 0.40
H -1.83006 5.52413 -1.63746 0.33
C -3.99502 0.78644 2.79621 -1.20
O 1.22359 -0.10397 -0.99437 -0.69
C -2.14145 3.95506 -0.50223 -0.03
O -2.33821 5.33719 -0.84310 -0.59
C 0.75221 0.02486 0.14526 0.39
H -1.98929 -2.38479 3.10324 0.29
H 0.27502 -3.77500 -3.49060 0.41
H -1.30299 -2.60637 1.44327 -0.01
C 4.48479 0.47027 3.38126 -0.26
O -1.58613 1.12256 2.91930 -0.58
N 4.08977 -0.55647 -2.04817 -0.44
H 0.62214 -2.08655 -3.00830 -0.07
H 4.08982 -3.11812 -2.01764 0.19
H 0.47629 1.01217 -2.17773 0.19
H -4.70256 -0.98696 -2.05376 0.32
H -2.73635 0.47829 -2.33989 0.14
O 3.92577 -0.74240 2.92177 -0.52
H 0.28944 3.60318 -4.33209 0.27
```

Orbital gap in Eh: 0.365
Relative energy (zero: lowest compared OMol25 entry of this formula, charge and spin) in kcal per mole: 0.0
F_max in Eh/bohr: 0.0165
SMILES: NC(N)=O.NC(N)=O.CCO.CCO.CCO.CCO.CCO.CCO.CCO

---

Entry 5:
Here is a cluster of 3 separate species, C3H13NO3 in total in a non-equilibrium geometry from the Open Molecules 2025 dataset. Energies are from the ωB97M-V functional and the def2-TZVPD basis.

The geometry in XYZ format:
```
20
Properties=species:S:1:pos:R:3:nbo_charge:R:1
H -1.36977 -4.80338 3.16883 0.46
O -2.27238 -4.72899 3.09063 -0.94
C 2.14687 0.51718 -0.64314 -0.39
C 0.09093 0.91344 0.75433 -0.26
H 2.51796 -0.53560 -0.40194 0.17
H 2.31601 0.73738 -1.57106 0.20
H 1.10584 2.99698 -3.87593 0.48
H -2.10971 1.36131 0.39566 0.16
H 2.56085 1.03900 0.17212 0.18
H -2.57762 -5.23432 2.34024 0.47
H -0.74631 -0.74401 -0.26592 0.48
H 0.34087 1.93156 1.14858 0.18
H -1.83345 0.54988 1.81700 0.17
H 0.49312 0.12910 1.40865 0.19
C -1.45140 0.63097 0.79882 -0.07
O 0.83657 2.45392 -3.14598 -0.97
H 0.54109 1.52184 -3.46648 0.49
O -1.61243 -0.57941 0.06056 -0.73
N 0.67963 0.56664 -0.56910 -0.65
H 0.34334 1.27650 -1.21586 0.37
```

Orbital gap in Eh: 0.357
Relative energy (zero: lowest compared OMol25 entry of this formula, charge and spin) in kcal per mole: 48.4
F_max in Eh/bohr: 0.1378
SMILES: CNCCO.O.O

---

Question: The lowest F_max belongs to which entry?
Answer: C31H39BCl2F4GaN6OP2S